No. 1
Below is a structure of composition C11H28IO2P2Pd, with properties calculated with ωB97M-V with the def2-TZVPD basis set.

Structure (XYZ):
```
45
Properties=species:S:1:pos:R:3:forces:R:3:mulliken_spin:R:1
C -2.012 0.641 -3.426 -0.1707 0.5151 -1.5398 0.020
I -0.136 1.756 -3.058 -0.5784 -0.2839 -0.3569 0.446
H -2.382 0.033 -2.603 0.3538 0.2187 0.3346 -0.010
H -1.774 0.022 -4.311 -0.0984 0.3458 0.5368 0.002
H -2.732 1.435 -3.706 0.4085 -0.4451 0.2740 0.010
Pd -0.046 0.336 -0.907 -0.4011 0.1327 0.3058 1.377
P 0.507 -1.839 -1.253 0.5504 -3.4238 -1.4412 0.220
C 2.003 -1.889 -2.293 -0.1671 0.6851 0.1714 0.041
C 0.921 -3.071 0.024 -0.1645 0.5018 0.6604 0.028
H 0.935 -4.043 -0.487 -0.0325 0.2279 0.0401 0.019
H -0.363 -3.681 -2.515 -0.0731 0.2049 -0.0067 0.018
H 0.161 -3.082 0.816 0.2938 -0.2256 -0.2197 0.000
H -1.639 -2.880 -1.544 0.1083 -0.0574 -0.2758 0.008
H 2.813 -1.394 -1.745 0.0290 -0.1808 -0.3023 0.004
H 1.916 -2.877 0.448 -0.3017 -0.1428 -0.1402 0.003
C -0.778 -2.712 -2.205 -0.3499 0.4555 0.2275 0.050
H 2.251 -2.945 -2.466 -0.0742 0.2188 0.0221 0.012
H -1.091 -2.133 -3.083 0.0829 -0.2688 0.1581 -0.001
H 1.819 -1.373 -3.241 0.1918 -0.1504 0.1015 0.001
P -1.039 1.712 0.737 -1.7900 2.6393 1.8689 0.319
C -0.176 3.321 0.701 0.4934 -0.3274 -0.5109 0.043
C -2.749 2.096 0.241 -0.0604 -0.5920 -0.5099 0.051
H -1.756 0.574 2.763 0.0256 0.3412 0.1066 0.001
H -1.843 2.359 2.934 -0.0034 -0.1256 -0.3643 0.014
H -0.261 1.526 3.030 -0.4844 0.1207 -0.1032 0.005
C -1.246 1.522 2.548 0.2409 -0.8906 0.0926 0.028
H -3.379 1.226 0.477 0.0204 0.3058 -0.1038 0.007
H -3.092 2.964 0.824 0.1602 -0.1877 -0.1412 0.023
H -0.682 3.984 1.421 0.0702 -0.2316 -0.2188 0.012
H -0.208 3.755 -0.305 0.0558 0.0294 0.2961 -0.001
H -2.812 2.313 -0.833 -0.1069 0.0483 0.2847 -0.003
H 0.866 3.173 1.016 -0.2201 0.2485 -0.0835 0.012
C 1.847 0.586 -0.048 3.9356 2.7748 -0.4769 0.276
O 2.898 1.105 -0.123 -2.8368 -1.7889 -0.0012 0.005
C 2.525 0.018 3.223 1.2083 2.1032 0.6795 0.167
C 1.538 -0.542 2.227 -0.7410 -0.7817 -0.4355 -0.016
C 0.385 -1.254 2.878 -0.4581 -0.0317 0.4896 0.034
O 1.131 0.625 1.498 1.1107 -1.5476 1.0140 0.733
H 2.067 0.822 3.824 0.0962 -0.4744 -0.0953 -0.002
H 3.376 0.478 2.697 -0.1791 -0.2695 0.2386 0.002
H 2.901 -0.759 3.888 -0.2054 -0.3099 -0.1184 0.017
H 2.101 -1.249 1.605 0.0199 0.4784 -0.3069 0.018
H -0.101 -0.600 3.603 0.0671 -0.2595 0.0842 0.004
H -0.361 -1.562 2.145 -0.0618 0.0269 -0.0086 0.003
H 0.728 -2.157 3.410 0.0365 0.3738 -0.2260 0.002
```
Positions in Å, forces in eV/Å.

Results
Spin multiplicity: 5
Highest occupied orbital energy (alpha / beta), eV: -19.314 / -20.858
HOMO-LUMO gap (alpha / beta), eV: 9.07 / 5.94
Charge: +3

***

No. 2
Below is a structure of composition C4H6O2, with properties calculated with ωB97M-V with the def2-TZVPD basis set.

Structure (XYZ):
```
12
Properties=species:S:1:pos:R:3:forces:R:3:nbo_charge:R:1
C 1.144 0.561 0.922 -0.0729 -0.0508 -0.0732 -0.636
C 0.169 0.513 -0.239 0.3005 0.0519 -0.0878 0.094
C -0.272 -0.852 -0.793 0.0650 -0.0821 -0.0505 -0.551
C -1.644 -0.423 -0.296 -0.5066 -0.2452 0.0064 0.796
O -2.754 -0.857 -0.271 0.5959 0.2170 -0.0309 -0.544
O -1.207 0.776 0.185 -0.1402 0.0238 0.1287 -0.489
H 1.139 -0.381 1.480 -0.0236 0.1931 -0.0090 0.212
H 0.865 1.375 1.601 0.1026 -0.1300 -0.1530 0.234
H 2.160 0.747 0.553 -0.1827 -0.0906 0.1046 0.221
H 0.441 1.237 -1.011 -0.0874 -0.0623 0.0738 0.186
H -0.217 -0.993 -1.875 -0.0018 0.0362 0.1654 0.242
H 0.130 -1.729 -0.279 -0.0487 0.1391 -0.0744 0.237
```
Positions in Å, forces in eV/Å.

Results
Highest occupied orbital energy, eV: -10.525
HOMO-LUMO gap, eV: 11.41
Charge: 0

***

No. 3
Below is a structure of composition C39H35ClN2ScSi2, with properties calculated with ωB97M-V with the def2-TZVPD basis set.

Structure (XYZ):
```
80
Properties=species:S:1:pos:R:3:forces:R:3:mulliken_charge:R:1
C -1.797 -0.802 5.300 -0.5749 -0.1884 -0.0659 -0.418
C -2.557 -0.133 4.291 -0.3989 -0.9127 0.0133 -0.510
C -2.585 -0.975 3.133 -0.2321 -0.4223 0.8368 -0.569
H -3.132 0.782 4.424 0.3582 -0.1675 -0.0977 0.622
C -1.837 -2.156 3.433 -0.5339 0.3025 0.4385 -0.289
C -1.347 -2.043 4.769 -0.8056 -0.0568 -0.1544 -0.639
H -0.832 -2.827 5.322 0.0187 0.3474 -0.2050 0.597
H -1.706 -0.483 6.341 0.2155 0.0075 -0.5039 0.499
H -3.157 -0.804 2.229 0.2549 0.0158 0.0309 0.623
H -1.746 -3.023 2.784 0.1861 0.3111 0.0274 0.566
Sc -0.358 -0.295 3.462 0.6646 0.5571 -2.4532 -0.038
Si 2.319 0.146 -4.416 0.2356 0.2689 0.2652 0.310
C 1.592 1.650 -5.197 0.1851 0.3489 -0.1566 0.078
C 2.192 2.300 -6.291 -0.7950 0.3330 0.1414 -0.566
H 3.130 1.929 -6.704 -0.1957 0.1370 0.0987 0.368
C 1.553 3.408 -6.863 -0.0762 -0.0054 0.0889 -0.511
H 2.001 3.904 -7.730 -0.1798 -0.1249 0.3702 0.371
C 0.335 3.873 -6.339 0.1937 -0.3518 0.0691 -0.569
H -0.155 4.743 -6.783 0.1700 -0.3130 0.1260 0.366
C -0.264 3.207 -5.260 0.1472 0.0781 -0.2071 -0.687
H -1.232 3.535 -4.879 0.2788 -0.0174 -0.1584 0.435
C 0.369 2.103 -4.686 0.0689 0.3655 -0.5975 0.044
H -0.100 1.572 -3.860 0.0597 0.1032 -0.1715 0.652
C 1.713 -1.346 -5.306 0.5918 -0.7158 -0.5420 0.480
C 0.628 -1.289 -6.182 -0.2893 -0.7972 0.1087 -0.154
H 0.230 -0.328 -6.509 -0.0209 -0.2116 0.2210 0.375
C 0.030 -2.484 -6.633 0.1805 0.1860 -0.0105 -0.596
H -0.850 -2.435 -7.284 0.3609 -0.0546 0.2806 0.365
C 0.565 -3.720 -6.264 0.4177 0.3319 0.1613 -0.478
H 0.084 -4.647 -6.582 0.1910 0.3016 0.0563 0.387
C 1.761 -3.765 -5.515 -0.2784 -0.0411 -0.2508 -0.493
H 2.230 -4.728 -5.306 -0.1480 0.2665 -0.0414 0.374
C 2.345 -2.587 -5.058 -0.7594 0.1296 -0.1384 -0.609
H 3.280 -2.607 -4.496 -0.2773 -0.1067 -0.0241 0.320
H 1.762 0.116 -3.052 0.0785 -0.0772 0.0083 -0.105
Si -0.181 0.052 0.310 -0.8442 -0.4557 2.5557 0.326
C -0.917 -1.585 -0.280 0.1909 0.0271 -0.0536 0.701
C -2.064 -1.661 -1.090 0.4053 -0.4510 0.1969 -0.318
H -2.553 -0.742 -1.434 0.1913 -0.3546 0.0797 0.434
C -2.563 -2.918 -1.463 0.2259 0.1744 0.2377 -0.644
H -3.445 -2.969 -2.102 0.2601 -0.1261 0.1567 0.411
C -1.932 -4.079 -1.007 -0.0763 0.2197 0.1702 -0.561
H -2.324 -5.048 -1.283 -0.0383 -0.0242 -0.0625 0.410
C -0.818 -4.015 -0.160 0.0657 0.4322 0.0077 -0.553
H -0.344 -4.913 0.234 -0.1907 0.0759 -0.2538 0.427
C -0.303 -2.770 0.196 -0.6244 0.2251 -0.5289 -0.678
H 0.588 -2.703 0.832 -0.2586 -0.0091 -0.1845 0.350
C -1.224 1.497 -0.239 -0.0792 0.5017 0.3657 0.325
C -2.383 1.778 0.535 0.3024 0.0779 -0.9505 -0.220
H -2.545 1.255 1.485 -0.0177 0.0664 -0.4118 0.248
C -3.321 2.700 0.069 0.4440 -0.0854 -0.1597 -0.759
H -4.234 2.866 0.643 0.2016 0.1047 -0.2872 0.419
C -3.065 3.384 -1.132 0.0811 -0.1123 0.1653 -0.654
H -3.813 4.068 -1.514 0.0526 0.0349 0.0030 0.363
C -1.856 3.224 -1.821 0.0565 -0.1770 0.4436 -0.385
H -1.636 3.808 -2.719 -0.1608 -0.1416 0.3881 0.413
C -0.911 2.302 -1.348 -0.7241 -0.0490 0.1520 -0.643
H 0.057 2.202 -1.843 -0.3380 -0.1069 0.0888 0.747
H 3.807 0.212 -4.324 -0.1563 -0.0879 -0.0947 -0.217
Cl 1.711 0.248 -0.427 0.7596 0.0826 -0.2124 -0.391
C -0.295 3.662 5.565 -0.0256 -0.1712 -0.1194 -0.829
C 0.725 3.478 6.492 0.0903 -0.0326 -0.2740 -0.515
C 1.495 2.328 6.411 -0.0730 -0.6752 -0.4039 -0.701
C 1.195 1.327 5.475 -1.1068 1.5744 -0.4709 0.651
N 0.182 1.519 4.558 0.4919 1.1754 1.3725 0.117
C -0.531 2.685 4.603 0.6245 -0.8677 0.1825 -0.217
C 1.912 0.047 5.425 0.5335 -1.5664 -0.7826 0.748
C 2.973 -0.288 6.278 -0.4478 0.2660 -0.2963 -0.696
C 3.540 -1.555 6.221 -0.0578 0.0054 -0.3090 -0.539
C 3.089 -2.462 5.266 -0.3918 0.2106 -0.3029 -0.858
C 2.072 -2.073 4.392 -0.0226 0.9480 0.4860 -0.081
N 1.485 -0.847 4.466 1.3261 -0.3844 1.3344 0.206
H -0.908 4.551 5.583 -0.0070 0.0050 -0.0410 0.431
H 0.953 4.223 7.255 -0.1537 -0.1762 -0.2858 0.442
H 2.334 2.186 7.069 -0.0110 0.0420 0.2149 0.375
H -1.324 2.805 3.857 0.3707 -0.1005 0.2408 0.542
H 3.365 0.447 6.970 -0.1203 -0.1745 0.0208 0.389
H 4.344 -1.815 6.906 -0.1827 0.0126 -0.1822 0.439
H 3.510 -3.455 5.178 0.0053 0.0705 0.0342 0.436
H 1.688 -2.741 3.618 0.1374 0.1702 0.2064 0.510
```
Positions in Å, forces in eV/Å.

Results
Highest occupied orbital energy, eV: -9.203
HOMO-LUMO gap, eV: 4.72
Charge: +1

***

No. 4
Below is an isolated molecule of C6H8N2O4, with properties calculated with ωB97M-V with the def2-TZVPD basis set.

Structure (XYZ):
```
20
Properties=species:S:1:pos:R:3:forces:R:3:nbo_charge:R:1
C -3.301 -0.365 0.041 2.0185 0.4707 0.5246 -0.276
O -2.020 -0.818 0.563 0.0352 0.0676 0.0294 -0.467
C -1.056 0.033 0.399 3.3543 -0.9672 -0.3160 0.789
O -0.977 1.167 -0.018 -1.2626 -0.9004 0.5760 -0.606
C 0.396 -0.800 0.588 -0.8631 0.5085 0.2856 0.411
O 0.269 -2.140 0.941 0.2626 1.7203 0.7966 -0.674
N 1.166 -0.016 1.454 0.7641 0.9719 2.0556 -0.423
C 1.874 1.003 1.167 -0.6454 -0.3581 -1.1723 0.178
C 2.126 1.367 -0.293 2.0389 0.4735 -0.4038 -0.546
C 1.638 0.290 -1.208 -2.8212 -1.7108 0.6277 0.054
N 0.891 -0.764 -0.776 1.7172 2.1454 -3.2910 0.064
O 0.376 -1.697 -1.538 0.7263 1.1651 0.5697 -0.564
H -2.928 0.197 -0.864 -1.8735 -0.6367 0.5084 0.224
H -3.628 0.233 0.867 -0.8783 1.0240 -0.2022 0.195
H -3.876 -1.273 0.071 -0.4286 -0.0941 -1.0833 0.214
H 0.108 -2.526 0.072 -0.2034 -0.6492 -0.6310 0.500
H 2.285 1.690 1.949 -0.2897 -1.0166 -0.4858 0.198
H 1.800 2.401 -0.581 -0.4515 -0.9753 0.3200 0.260
H 3.262 1.504 -0.553 -1.6085 -0.4885 0.9164 0.244
H 1.594 0.512 -2.281 0.4086 -0.7502 0.3753 0.224
```
Positions in Å, forces in eV/Å.

Results
Highest occupied orbital energy (alpha / beta), eV: -8.971 / -8.969
HOMO-LUMO gap (alpha / beta), eV: 9.10 / 9.10
Charge: 0

***

No. 5
Below is a cluster of 2 separate species, C4H9O3 in total, with properties calculated with ωB97M-V with the def2-TZVPD basis set.

Structure (XYZ):
```
16
Properties=species:S:1:pos:R:3:forces:R:3:nbo_charge:R:1
O -1.455 -0.341 2.570 0.3947 -0.6318 0.1240 -0.757
C -1.062 -0.671 1.420 -0.0649 1.2946 0.5020 0.279
C -0.224 0.083 0.592 0.3561 -0.6672 -0.4958 -0.614
C -0.152 -0.197 -0.884 0.1352 -0.5578 -0.5873 -0.437
C 0.851 -1.329 -1.246 0.0690 1.5569 1.5693 -0.083
O 2.020 -1.124 -0.448 0.4907 -0.4895 0.1272 -0.764
H -1.434 -1.642 1.026 -0.3673 0.0681 -0.3985 0.059
H 1.685 -1.114 0.465 -0.0324 0.2612 -0.1316 0.474
H 0.616 0.625 1.007 -0.3632 0.5662 0.3570 0.177
H -1.155 -0.460 -1.224 -0.1170 -0.2840 -0.1892 0.188
H 0.124 0.641 -1.540 0.0121 0.3921 0.4875 0.169
H 0.368 -2.238 -0.896 0.1227 -0.6810 -0.8684 0.152
H 1.254 -1.205 -2.245 -0.5109 -0.7980 -0.5047 0.161
H -0.452 2.918 1.255 -0.1216 -0.3677 -0.2599 0.485
H -0.329 2.719 -0.261 -0.1446 -0.2175 0.4183 0.479
O -0.653 3.334 0.409 0.1414 0.5553 -0.1499 -0.966
```
Positions in Å, forces in eV/Å.

Results
Highest occupied orbital energy, eV: -2.528
HOMO-LUMO gap, eV: 6.51
Charge: -1

***

No. 6
Below is an isolated molecule of C5H8O, with properties calculated with ωB97M-V with the def2-TZVPD basis set.

Structure (XYZ):
```
14
Properties=species:S:1:pos:R:3:forces:R:3:nbo_charge:R:1
C 0.327 -1.086 -0.409 0.0189 -0.0760 -0.0031 -0.402
C 1.235 0.161 -0.298 -0.0090 0.0172 -0.0157 -0.429
C 0.410 1.134 0.516 0.1179 0.1761 -0.1859 0.048
O -0.085 0.539 1.714 -0.0151 -0.1134 0.1732 -0.497
C -0.970 0.664 0.603 -0.1982 0.0572 -0.2227 0.050
C -1.113 -0.558 -0.276 -0.0387 -0.0121 0.0086 -0.428
H 0.482 -1.633 -1.344 -0.0129 0.0711 0.1518 0.212
H 0.538 -1.771 0.416 -0.0083 0.1090 -0.1235 0.214
H 1.462 0.590 -1.282 -0.0878 -0.0294 0.1126 0.207
H 2.189 -0.072 0.188 -0.1363 0.0777 -0.0732 0.220
H 0.637 2.198 0.552 0.1499 -0.1691 0.1565 0.191
H -1.808 1.337 0.771 0.1061 -0.0772 -0.0924 0.192
H -1.484 -0.196 -1.245 -0.0038 -0.1173 0.1080 0.205
H -1.819 -1.306 0.095 0.1174 0.0861 0.0058 0.217
```
Positions in Å, forces in eV/Å.

Results
Highest occupied orbital energy, eV: -10.042
HOMO-LUMO gap, eV: 11.19
Charge: 0

***

No. 7
Below is an isolated molecule of C4H6N2, with properties calculated with ωB97M-V with the def2-TZVPD basis set.

Structure (XYZ):
```
12
Properties=species:S:1:pos:R:3:forces:R:3:nbo_charge:R:1
C 1.858 0.288 0.292 -0.0796 0.4775 0.3358 -0.629
C 0.385 0.225 0.107 0.1515 -0.2782 -0.0841 0.097
C -0.240 -0.716 -0.665 0.0731 0.1093 -0.2072 -0.133
N -1.580 -0.536 -0.443 -0.1907 0.2340 -0.0912 -0.523
C -1.699 0.514 0.412 -0.1635 0.0077 0.0929 0.167
N -0.536 1.005 0.762 -0.1613 -0.3709 -0.0323 -0.457
H 2.234 -0.540 -0.292 0.6533 0.0855 -0.2633 0.211
H 2.140 0.100 1.335 -0.1505 0.0809 -0.1325 0.221
H 2.285 1.263 0.009 -0.0485 -0.4601 -0.0884 0.220
H 0.136 -1.380 -1.437 -0.0646 -0.0353 0.4490 0.215
H -2.322 -1.088 -0.834 -0.0354 0.1389 0.0157 0.416
H -2.660 0.866 0.752 0.0163 0.0107 0.0056 0.193
```
Positions in Å, forces in eV/Å.

Results
Highest occupied orbital energy, eV: -8.560
HOMO-LUMO gap, eV: 9.49
Charge: 0

***

| no. | maximum force (Eh/bohr) |
| --- | --- |
| 1 | 0.094 |
| 2 | 0.012 |
| 3 | 0.053 |
| 4 | 0.083 |
| 5 | 0.043 |
| 6 | 0.006 |
| 7 | 0.014 |